No. 1
# C5H12N2S

A 2-piece molecular cluster, C5H12N2S overall at a distorted geometry (the ωB97M-V functional and the def2-TZVPD basis, the OMol25 dataset).

```
20
Properties=species:S:1:pos:R:3:forces:R:3
C 0.7153 2.7050 0.4775 0.19 -0.16 0.63
C -0.5850 2.4794 -0.2966 0.22 0.25 -0.38
S -1.2983 0.8362 -0.1648 1.00 -0.24 -0.12
N 1.8251 1.8028 0.2044 -0.12 0.23 -0.01
H 0.5154 2.6555 1.5462 -0.17 -0.23 0.15
H 1.0512 3.7298 0.3508 -0.02 0.27 -0.46
H -0.4583 2.7741 -1.3430 0.10 -0.21 -0.02
H -1.3184 3.1804 0.0971 -0.28 0.03 0.18
H 1.8434 1.5920 -0.7847 0.16 -0.06 -0.12
H 1.6603 0.9222 0.6711 -0.03 -0.13 -0.12
C 0.4187 -2.8082 0.3989 -0.48 -0.67 0.79
C 0.1790 -3.7358 -0.5912 0.35 -0.05 0.23
C -0.5514 -1.6840 0.5501 0.26 -2.31 0.51
N 0.5749 -1.1452 -0.1578 -1.28 2.18 -0.74
H 1.1815 -2.8440 1.1722 0.52 0.02 -0.74
H -0.8283 -4.1253 -0.6944 -0.19 0.67 -0.68
H 0.9311 -4.1581 -1.2414 0.31 -0.51 0.52
H -1.4255 -1.8848 -0.0492 -0.50 0.39 0.20
H -0.6940 -1.3150 1.5470 -0.16 0.36 0.17
H 0.3425 -1.2420 -1.1472 0.11 0.17 0.00
```
Positions in Å, forces in eV/Å.

Values from the calculation:
- Max |F|: 2.63 eV Å⁻¹
- HOMO: -7.7 eV
- HOMO-LUMO gap: 0.19059 Eh

No. 2
# C3H12N2O

A 2-piece molecular cluster, C3H12N2O overall at a distorted geometry (the ωB97M-V functional and the def2-TZVPD basis, the OMol25 dataset).

```
18
Properties=species:S:1:pos:R:3:forces:R:3
N -1.8671 0.5446 0.5777 2.25 -0.66 -1.06
C -0.8907 0.0671 -0.5486 -1.34 -3.11 1.14
C -0.0153 -1.0285 0.1724 0.25 -1.13 0.41
N -0.9020 -2.0763 0.7968 0.38 2.12 0.40
C -0.5714 -2.4441 2.1891 1.24 1.32 -0.94
H -1.3980 0.5963 1.4972 -0.13 0.28 -0.96
H -2.3663 1.3865 0.3931 -0.12 0.62 -0.25
H -1.5498 -0.4107 -1.3279 0.34 0.04 1.01
H -0.1877 0.5272 -1.2184 0.27 2.14 0.56
H 0.6587 -1.6849 -0.4513 -0.48 1.45 -0.05
H 0.6734 -0.5089 0.9322 -0.99 -0.52 -0.77
H -1.7567 -1.5394 0.9339 -0.34 -0.45 -0.37
H -1.3038 -3.1860 2.3022 -0.56 -1.32 1.41
H 0.4688 -2.7788 2.2833 -0.34 -0.52 -0.20
H -0.6261 -1.6142 2.9294 -0.42 -0.27 -0.34
H 3.1194 4.3663 -2.1613 -0.07 -0.80 -0.83
H 4.3150 4.4782 -2.9826 0.64 -0.02 -0.52
O 3.5251 3.9403 -2.9537 -0.57 0.82 1.36
```
Positions in Å, forces in eV/Å.

Values from the calculation:
- Max |F|: 3.57 eV Å⁻¹
- HOMO: -8.8 eV
- HOMO-LUMO gap: 0.35274 Eh
- SMILES: CNCCN.O

No. 3
# C6H17N2P2

An isolated ion of composition C6H17N2P2 and charge +1 at a distorted geometry (the ωB97M-V functional and the def2-TZVPD basis, the OMol25 dataset).

```
27
Properties=species:S:1:pos:R:3:forces:R:3
C 0.2272 -0.6064 1.7586 0.18 0.45 0.26
C 1.5341 -0.3002 1.0035 -0.22 -0.61 0.78
C 0.5635 -0.1140 -1.2770 -0.09 -0.66 -0.66
C -0.8831 0.1481 -1.1436 -0.05 -0.26 0.54
C 2.6155 1.1060 -0.6655 0.70 0.40 -0.27
C -3.3172 1.1880 -0.2475 -0.02 -0.01 0.10
N -0.7429 -1.4124 1.1031 -0.47 0.83 -0.33
N 1.3372 0.5635 -0.1876 -0.29 0.24 0.02
P -0.3433 -2.7670 0.2729 -0.11 -0.73 -0.03
P -1.5178 1.4953 -0.1612 -0.36 0.24 -0.31
H 0.5173 -1.1027 2.6961 0.08 0.05 -0.04
H -0.2607 0.3382 2.0373 0.29 -0.12 0.08
H 2.1985 0.2270 1.6910 0.00 -0.01 -0.16
H 2.0113 -1.2325 0.6846 0.11 0.24 -0.10
H 0.7616 -1.2075 -1.2267 0.10 0.59 -0.08
H 0.9419 0.2274 -2.2485 0.12 0.11 0.15
H -1.5580 -0.5606 -1.5968 -0.02 -0.10 -0.16
H 3.1436 1.6061 0.1440 -0.12 -0.05 0.06
H 3.2400 0.2977 -1.0438 -0.11 -0.06 0.03
H 2.4455 1.8271 -1.4639 -0.12 -0.09 0.02
H -3.5167 0.2320 0.2376 -0.04 0.04 -0.01
H -3.6693 1.1712 -1.2790 0.01 -0.03 0.10
H -3.8352 1.9738 0.3036 0.01 -0.07 -0.05
H 0.7095 1.3321 0.1203 0.40 -0.02 0.11
H -1.5695 -3.4010 0.4338 -0.25 -0.42 -0.14
H 0.3814 -3.5080 1.2227 0.29 -0.22 0.10
H -1.4144 2.4786 -1.1679 0.01 0.29 -0.05
```
Positions in Å, forces in eV/Å.

Values from the calculation:
- Max |F|: 1.01 eV Å⁻¹
- HOMO (alpha / beta): -12.1 / -11.5 eV
- Total charge: +1
- HOMO-LUMO gap (alpha / beta): 0.30588 / 0.26144 Eh

Calculated values (kcal/mol) of energy above the lowest of the compared OMol25 structures with the same formula, charge and spin for the records, taken in order: 130.0; 42.4; 37.2.